This record from the OMol25 dataset describes C17H40NOP3Pt as an isolated structure in a non-equilibrium geometry. The level of theory is ωB97M-V with the def2-TZVPD basis set.

Values from the calculation:
Multiplicity = 5
HOMO level (alpha / beta) = -18.45 / -22.01 eV
E = -52879.330 eV
Energy relative to the best compared isomer or geometry (same formula, charge and spin) = 34.5 kcal/mol
Total charge = +4
HOMO-LUMO gap (alpha / beta) = 5.66 / 4.97 eV

CARTESIAN COORDINATES (ANGSTROEM)
Pt  -0.28843  0.62741  -1.30948
P  2.26304  -2.16466  0.87117
P  -1.38605  1.07681  0.70267
P  1.34680  2.24722  -0.97143
H  -1.52145  -0.90245  -4.48194
C  -0.52241  -1.03984  -4.94876
C  0.33477  -2.03539  -4.68306
H  0.11230  -2.87638  -3.99318
C  1.83478  -3.90983  1.01825
C  1.46153  -0.98656  1.94915
C  3.89874  -1.62714  0.33800
C  -2.77357  1.94621  -0.08411
C  -2.21726  -0.32135  1.54629
C  -0.99521  2.09324  2.19175
C  3.15428  2.27340  -1.54960
C  1.85855  2.60758  0.79994
C  0.82876  3.90567  -1.63343
H  -0.26919  -0.35181  -5.75524
H  1.25661  -2.18451  -5.26245
H  1.80070  -4.32110  -0.00556
H  0.81209  -3.99310  1.41532
H  2.55702  -4.48266  1.60394
H  0.37658  -1.09234  1.91466
H  1.66470  0.02297  1.60385
H  1.82419  -1.07087  2.98443
H  4.02033  -1.69500  -0.75375
H  4.69603  -2.24580  0.76603
H  4.12173  -0.58529  0.60290
H  -3.13547  2.68853  0.62639
H  -3.54460  1.21010  -0.33070
H  -2.45996  2.45152  -1.00914
H  -2.45904  0.02522  2.55551
H  -1.57660  -1.20334  1.65403
H  -3.13194  -0.56934  1.00049
H  -1.73267  2.90421  2.20812
H  0.00814  2.52656  2.19793
H  -1.09131  1.43860  3.06820
H  3.72353  3.04624  -0.99466
H  3.24854  2.49926  -2.62393
H  3.62580  1.29400  -1.35421
H  2.93672  2.81659  0.86576
H  1.64162  1.75015  1.44869
H  1.28799  3.49422  1.10485
H  1.68702  4.59531  -1.67900
H  0.05922  4.30691  -0.96100
H  0.40979  3.79246  -2.63940
C  2.11447  -1.14747  -2.60280
C  1.04274  -0.07527  -2.74758
C  1.28040  0.94344  -3.73160
C  2.45772  1.02651  -4.45027
C  3.44001  0.04209  -4.33655
C  3.25191  -0.97856  -3.42321
O  1.92477  -2.30120  -2.07894
H  1.39977  -2.18862  -0.29287
H  0.06425  -0.60041  -2.92081
H  0.54536  1.77345  -3.75072
H  2.69323  1.93759  -5.00377
H  4.40818  0.14555  -4.82149
H  3.93893  -1.80945  -3.38235
N  -1.51202  -1.27409  -1.27794
H  -1.02250  -1.99343  -1.81100
H  -2.46063  -1.23487  -1.65056
H  -1.55384  -1.65463  -0.33851

Atomic forces in eV per Å
0.5 0.6 1.5
-1.7 -0.3 -2.3
-1.1 0.1 2.4
2.3 2.7 0.5
0.8 -0.3 -0.3
-2.5 2.5 -1.1
1.8 -3.9 0.5
0.1 0.7 -0.4
0.7 -0.7 0.5
0.2 0.1 1.0
0.8 -0.1 -0.2
0.1 -0.1 -1.0
0.2 -0.2 -0.3
0.8 0.1 -0.3
-0.2 -0.9 -0.9
-0.6 -0.3 -0.2
-0.3 -0.6 0.3
-0.2 0.1 0.1
-0.3 0.3 0.2
0.3 0.3 0.4
0.4 0.1 0.2
-0.3 -0.1 0.1
0.2 -0.4 0.2
0.3 -0.2 -0.1
-0.2 0.0 -0.2
-0.3 -0.3 0.4
-0.2 0.0 0.1
-0.3 -0.2 0.3
-0.2 0.1 -0.1
0.0 0.3 0.0
-0.3 0.1 0.2
-0.2 -0.2 -0.2
-0.2 0.1 0.0
0.1 -0.2 0.2
0.1 -0.2 0.2
-0.6 -0.1 0.1
0.0 0.4 -0.2
-0.7 -0.4 -0.2
-0.1 -0.1 0.5
-0.1 0.4 -0.1
-0.5 0.0 -0.2
0.1 0.6 -0.1
0.3 -0.2 0.2
-0.3 -0.3 0.2
0.1 0.1 -0.3
0.0 0.1 0.2
-0.2 -0.4 -0.8
-0.1 -2.2 0.3
-0.5 1.5 0.1
1.7 -0.1 -0.6
0.0 2.6 -1.1
-0.4 -2.0 1.5
-0.5 1.5 -0.6
0.8 1.2 0.8
0.3 -0.5 -0.5
0.6 -0.5 -0.4
-0.3 -0.4 -0.3
-0.2 0.0 -0.1
0.3 -0.1 0.0
0.2 -0.1 -0.6
-0.1 0.0 0.0
-0.1 0.0 0.2
-0.2 0.0 0.1

This record from the OMol25 dataset describes a 3-piece molecular cluster, C17H41BO2 overall. The level of theory is ωB97M-V with the def2-TZVPD basis set.

Values from the calculation:
HOMO level = -9.55 eV
E = -23063.608 eV
Total charge = 0
HOMO-LUMO gap = 10.06 eV
Structure (SMILES) = BCOCCOCC.CCCCCC.CCCCCC

CARTESIAN COORDINATES (ANGSTROEM)
B  3.40929  -1.44014  1.08153
C  2.73007  -0.55793  0.01513
O  1.47412  -0.09669  0.43127
C  0.82382  0.71266  -0.50312
C  -0.61883  0.98247  -0.09614
O  -1.19428  -0.13735  0.51449
C  -2.51225  -0.48282  0.14738
C  -2.58409  -1.91206  -0.35972
H  3.10777  -1.35070  2.22683
H  4.29834  -2.15862  0.73798
H  2.66475  -1.05957  -0.96760
H  3.42252  0.29716  -0.16393
H  0.86984  0.24287  -1.50621
H  1.34455  1.68499  -0.56014
H  -1.19254  1.21973  -1.00725
H  -0.68084  1.86346  0.55966
H  -2.84402  0.21557  -0.63848
H  -3.15551  -0.32305  1.02647
H  -2.66418  -2.65084  0.44678
H  -1.67865  -2.15314  -0.93735
H  -3.45553  -2.05421  -1.00875
C  0.27697  2.91932  3.29862
C  -1.04721  3.56909  2.91271
C  -0.88555  4.87611  2.13820
C  -0.14136  5.97839  2.89505
C  -0.75420  6.34646  4.24539
C  -2.19005  6.85088  4.14906
H  0.85994  3.55510  3.96695
H  0.12283  1.96445  3.80095
H  0.88644  2.72615  2.41193
H  -1.64945  3.74070  3.80932
H  -1.62447  2.87192  2.29958
H  -1.87178  5.23864  1.83674
H  -0.34424  4.66951  1.20833
H  -0.11109  6.87319  2.26490
H  0.89934  5.68055  3.04560
H  -0.13014  7.11134  4.71427
H  -0.71790  5.48135  4.91356
H  -2.25203  7.72213  3.49271
H  -2.57845  7.14105  5.12562
H  -2.85831  6.08889  3.74503
C  1.95456  -3.98231  -1.31320
C  1.95305  -3.74106  -2.81974
C  0.56741  -3.43292  -3.38606
C  -0.46381  -4.54517  -3.18337
C  -0.05413  -5.90146  -3.75493
C  0.19681  -5.88241  -5.25896
H  1.35057  -4.84789  -1.03700
H  2.96279  -4.15207  -0.93352
H  1.53810  -3.11878  -0.78713
H  2.37770  -4.60937  -3.33120
H  2.61740  -2.90441  -3.05395
H  0.65742  -3.20602  -4.45141
H  0.19086  -2.51801  -2.91465
H  -1.40504  -4.23420  -3.64893
H  -0.67897  -4.65708  -2.11864
H  -0.83868  -6.62686  -3.52557
H  0.84273  -6.26079  -3.24202
H  -0.68917  -5.53476  -5.79554
H  0.44635  -6.87466  -5.63560
H  1.02038  -5.21672  -5.52196

Atomic forces in eV per Å
0.4 -0.1 0.1
0.0 0.1 -0.4
-0.4 0.0 0.4
0.2 0.2 -0.4
-0.3 0.2 -0.2
0.3 -0.4 0.3
-0.2 0.5 -0.1
0.1 -0.4 -0.1
-0.1 -0.1 0.0
0.0 0.1 0.1
0.0 0.1 0.1
0.1 -0.1 0.0
-0.1 0.1 0.3
-0.1 -0.1 -0.2
0.3 0.2 0.1
0.1 -0.2 0.0
-0.1 -0.2 0.1
0.0 -0.1 -0.3
0.1 0.2 -0.1
-0.3 0.1 0.1
0.1 0.1 0.1
0.0 0.0 0.0
0.0 0.0 0.0
0.0 0.0 0.0
0.0 0.0 0.0
0.0 0.0 0.0
0.0 0.0 0.0
0.0 0.0 0.0
0.0 0.0 0.0
0.0 0.0 0.0
0.0 0.0 0.0
0.0 0.0 0.0
0.0 0.0 0.0
0.0 0.0 0.0
0.0 0.0 0.0
0.0 0.0 0.0
0.0 0.0 0.0
0.0 0.0 0.0
0.0 0.0 0.0
0.0 0.0 0.0
0.0 0.0 0.0
-0.1 0.0 0.0
0.0 0.0 0.0
0.0 0.0 0.1
0.0 0.0 -0.1
0.0 0.0 0.0
0.0 0.0 0.0
0.0 0.0 0.0
0.0 0.0 0.0
0.0 0.0 0.0
0.0 0.0 0.0
0.0 0.0 0.0
0.0 0.0 0.0
0.0 0.0 0.0
0.0 0.0 0.0
0.0 0.0 0.0
0.0 0.0 0.0
0.0 0.0 0.0
0.0 0.0 0.0
0.0 0.0 0.0
0.0 0.0 0.0

This record from the OMol25 dataset describes a 4-piece molecular cluster, C17H41FN5O8P2 overall in a non-equilibrium geometry. The level of theory is ωB97M-V with the def2-TZVPD basis set.

Values from the calculation:
HOMO level = -4.21 eV
E = -63420.059 eV
Total charge = -1
HOMO-LUMO gap = 6.37 eV

CARTESIAN COORDINATES (ANGSTROEM)
C  1.86523  1.79887  1.40851
C  1.91736  2.25594  2.90817
O  1.37006  1.30352  3.82982
P  2.33622  0.02822  4.15762
O  2.89881  0.19038  5.51613
C  1.25446  -1.46438  4.17430
C  0.33368  -1.59290  2.90630
P  -1.26750  -0.55444  2.97057
N  -1.93777  -1.44584  1.52922
C  -2.85293  0.58926  2.91339
O  -3.94418  0.18902  3.12554
N  -2.71763  2.04269  2.55575
C  -2.75607  2.84430  3.71688
O  -1.96764  2.77197  4.55751
F  -3.74610  3.75296  3.81993
O  3.53145  -0.19114  3.05506
C  4.75522  0.48157  3.39290
C  5.55812  0.61506  2.06383
H  1.28645  2.48173  0.77303
H  2.91068  1.80246  1.04145
H  1.52709  0.75509  1.32889
H  2.91665  2.62786  3.19770
H  1.25460  3.13953  2.97012
H  0.60434  -1.37838  5.06476
H  1.84526  -2.38742  4.29548
H  0.96383  -1.36698  2.02567
H  0.08109  -2.66979  2.80035
H  -0.60343  0.44677  2.12154
H  -0.89042  0.12042  4.19436
H  -1.94980  -1.54086  3.80036
H  -2.53416  -0.82532  0.98011
H  -1.11614  -1.60242  0.93452
H  -1.83000  2.15917  2.06798
H  4.61911  1.49475  3.79946
H  5.30573  -0.09932  4.14953
H  5.34398  1.59048  1.59382
H  6.64748  0.59222  2.24560
H  5.27221  -0.19819  1.37986
C  2.29252  -3.25328  0.73305
O  1.37285  -2.67901  0.19308
N  3.39516  -3.72167  0.09936
C  4.45952  -4.40065  0.80687
C  3.50728  -3.53330  -1.33502
H  2.30201  -3.44504  1.82027
H  5.39466  -3.85011  0.67465
H  4.57769  -5.41091  0.40590
H  4.23349  -4.46502  1.87001
H  3.47694  -2.46674  -1.56514
H  2.66505  -4.01721  -1.83259
H  4.44090  -3.95945  -1.69831
C  -2.81347  0.08500  -2.06469
O  -2.20886  -0.55979  -2.90475
N  -4.11504  0.42703  -2.13573
C  -4.76378  1.20068  -1.09336
C  -4.88961  0.00678  -3.29264
H  -2.32211  0.45296  -1.14807
H  -5.59170  0.62449  -0.67534
H  -5.15078  2.13020  -1.51929
H  -4.06240  1.44075  -0.29483
H  -4.87912  -1.08285  -3.35898
H  -4.43751  0.41121  -4.19682
H  -5.91618  0.35814  -3.20756
C  -3.49442  0.93616  -7.28461
O  -4.35391  0.66140  -6.47112
N  -2.38949  1.66313  -7.01979
C  -1.39824  1.95832  -8.03265
C  -2.19158  2.16378  -5.66772
H  -3.55275  0.59889  -8.33441
H  -0.43245  1.55030  -7.72594
H  -1.30973  3.04112  -8.15074
H  -1.68184  1.51913  -8.98805
H  -2.15568  1.32403  -4.97004
H  -3.02973  2.80703  -5.39281
H  -1.26306  2.72768  -5.60826

Atomic forces in eV per Å
1.4 -0.2 0.6
-1.2 1.1 -1.1
1.8 -0.8 -1.1
-1.1 -1.1 2.4
0.6 0.3 -0.2
-0.8 0.4 -1.3
0.9 -0.7 0.6
0.0 -0.6 -0.2
0.8 0.2 -0.6
1.0 -0.1 -0.2
-1.7 -0.2 0.6
-0.9 0.5 -0.5
-0.5 -0.5 -2.3
2.0 0.3 2.9
-0.4 -0.2 -0.6
-1.2 0.8 0.5
1.2 0.1 -0.9
-0.1 0.2 0.5
0.0 -0.4 0.3
-0.5 0.0 -0.1
-0.2 0.5 0.0
-0.3 -0.5 0.0
0.3 -0.4 0.3
0.5 0.3 -0.2
0.2 0.6 0.1
-0.6 0.1 0.2
-0.1 0.5 0.0
-0.1 0.4 0.0
0.3 0.4 -0.2
-0.1 0.2 0.0
0.0 -0.1 0.1
-0.3 -0.2 -0.1
0.1 0.0 0.6
-0.3 -0.5 0.1
-0.3 0.1 -0.3
-0.1 -0.5 0.0
-0.4 -0.1 0.0
0.2 0.3 0.2
-0.1 0.0 0.2
0.3 -0.1 -0.4
0.1 -0.1 0.2
-0.1 0.1 -0.3
-0.2 0.1 0.1
0.0 0.0 0.0
0.1 -0.1 0.1
0.1 0.0 0.1
-0.1 0.0 0.0
0.0 0.0 -0.1
0.0 0.1 -0.1
0.0 0.0 0.1
0.1 0.0 0.2
-0.1 0.1 -0.2
0.1 0.1 0.2
0.0 -0.2 -0.2
0.4 -0.1 0.0
0.0 0.0 0.0
0.0 0.1 0.1
0.0 0.0 0.1
0.0 -0.1 0.0
-0.1 0.0 -0.1
-0.2 -0.1 -0.1
0.1 0.0 0.1
0.1 0.0 0.0
0.0 0.1 -0.1
0.0 0.0 -0.2
0.0 0.0 0.3
-0.2 -0.2 0.1
0.1 0.0 0.0
0.1 0.1 -0.1
0.1 0.0 -0.1
-0.1 0.0 0.1
0.0 0.1 0.1
0.1 0.0 0.1
0.0 0.0 -0.1

This record from the OMol25 dataset describes C17H41N4OSiTa as an isolated structure in a non-equilibrium geometry. The level of theory is ωB97M-V with the def2-TZVPD basis set.

Values from the calculation:
HOMO level = -7.31 eV
E = -35733.415 eV
Total charge = 0
HOMO-LUMO gap = 7.74 eV

CARTESIAN COORDINATES (ANGSTROEM)
Ta  -0.25359  -0.04975  0.13692
N  -0.74498  -0.87921  1.94361
N  -1.66450  1.04605  -0.79613
N  1.61315  -1.20843  -0.19316
N  0.64436  -0.20272  -1.92425
H  -2.66920  -0.04202  1.66046
C  -2.07750  -0.56838  2.43354
H  -2.00405  0.09193  3.31767
H  -2.61650  -1.48580  2.71954
H  0.13054  -2.05809  3.44887
C  0.25993  -1.06806  2.96481
H  0.18013  -0.27389  3.72082
H  1.26846  -1.01724  2.52157
C  -2.61279  0.46106  -1.71310
H  -2.54725  0.93144  -2.69992
H  -2.47146  -0.60542  -1.86377
H  -3.62786  0.58634  -1.32285
H  -1.91377  2.80346  -1.90137
C  -1.84968  2.48815  -0.85438
H  -2.80490  2.74838  -0.38250
H  -1.05923  3.06545  -0.35691
C  2.49270  -2.25570  0.40007
H  1.86349  -2.80631  1.11677
C  3.64045  -1.58646  1.13645
H  3.30885  -0.80346  1.82695
H  4.19526  -2.34546  1.70459
H  4.33040  -1.13801  0.40726
C  3.04357  -3.23388  -0.62209
H  3.61744  -3.99431  -0.07892
H  2.26063  -3.74562  -1.18544
H  3.73098  -2.73647  -1.31627
H  0.77924  -0.64711  -5.32517
C  1.10592  -0.88430  -4.30306
H  2.17540  -0.65788  -4.23624
H  0.94021  -1.95415  -4.15038
C  0.29528  -0.01999  -3.35224
H  -0.76300  -0.30963  -3.45145
C  0.45076  1.44466  -3.70198
H  -0.10833  2.09767  -3.02434
H  1.51287  1.71708  -3.65966
H  0.09550  1.61254  -4.72914
H  2.08872  -1.72757  -2.20269
C  1.53170  -1.08885  -1.51729
C  -1.27986  -1.99980  -0.35817
H  -0.78027  -2.58326  0.43195
H  -2.29326  -1.73167  -0.01711
C  -1.15960  -2.63969  -1.68104
H  -1.83769  -2.31552  -2.47657
C  -0.29572  -3.65341  -1.88415
H  0.19263  -4.13412  -1.04379
H  -0.18157  -4.12417  -2.86321
C  0.01411  2.20166  4.18443
Si  -0.30066  2.67302  2.39176
C  -2.18808  2.94958  2.51702
C  0.33865  4.36719  1.94507
O  0.07145  1.53609  1.26215
H  -0.19224  3.11857  4.75689
H  1.04962  1.89631  4.37953
H  -0.66453  1.41955  4.54747
H  -2.29671  3.67236  3.34200
H  -2.63538  3.39287  1.61895
H  -2.74247  2.03991  2.78058
H  1.43303  4.37961  1.82948
H  -0.09942  4.74108  1.00894
H  0.08065  5.09377  2.73264

Atomic forces in eV per Å
0.4 0.3 0.3
0.0 0.6 -0.4
0.1 -0.4 0.3
0.3 -0.2 -0.3
0.5 -0.1 0.1
0.2 -0.2 0.4
0.3 -0.3 0.1
-0.2 -0.2 -0.2
-0.1 0.2 0.1
0.2 0.4 0.0
-0.3 -0.2 -0.1
0.2 -0.3 0.1
-0.3 -0.1 0.3
-0.3 -0.4 -0.3
-0.1 0.1 0.0
0.1 0.2 0.1
-0.2 0.1 -0.1
0.1 0.1 0.0
0.1 0.2 0.3
0.0 0.1 -0.1
-0.2 -0.4 -0.2
-0.7 0.7 -0.1
0.2 0.1 -0.1
0.4 -0.1 0.2
0.0 -0.2 -0.2
0.0 0.2 -0.1
-0.2 0.0 0.2
0.2 -0.3 0.1
0.0 0.1 -0.2
0.1 0.1 0.0
-0.1 -0.1 0.1
0.1 -0.1 0.2
-0.1 0.0 -0.4
-0.1 -0.1 0.0
0.1 0.1 0.1
-0.1 -0.2 0.9
0.3 0.1 0.0
0.0 0.3 -0.4
0.1 -0.2 -0.1
-0.2 0.0 0.0
0.1 0.1 0.2
0.0 0.1 0.1
-0.5 0.2 0.1
0.0 0.2 0.0
-0.4 -0.1 -0.5
0.0 -0.5 -0.2
0.0 -0.8 0.6
0.5 0.0 -0.1
-0.8 0.1 -0.6
0.2 0.2 0.0
0.0 0.1 0.3
0.7 0.2 -0.1
-1.9 0.0 0.2
0.3 0.1 -0.2
0.7 0.2 0.0
0.7 0.3 -0.6
0.1 -0.2 0.0
-0.2 0.0 0.1
0.2 0.2 -0.2
-0.1 -0.2 -0.2
0.1 -0.1 0.3
0.1 0.3 -0.1
-0.2 0.1 0.0
0.1 -0.2 0.2
0.1 -0.3 -0.2